<one>
Molecular formula: CH5BrP2
Method: DFT, wB97M-V/def2-TZVPD

```
9
Properties=species:S:1:pos:R:3:lowdin_charge:R:1
P 2.007 -0.527 -0.183 0.5850
P -0.092 -0.029 -0.381 0.4231
C -1.414 -0.644 0.654 -0.8315
Br -3.123 0.340 -0.033 0.3177
H 2.589 0.723 -0.328 -0.1521
H 1.783 -0.729 1.155 -0.1650
H -0.326 -0.464 -1.690 -0.0431
H -0.155 1.283 -0.745 -0.0709
H -1.270 0.048 1.550 -0.0631
```

* net charge: 0
* E_HOMO: -8.2125 eV
* SMILES: P[PH2]=CBr
* gap between HOMO and LUMO: 8.073 eV

<two>
Molecular formula: CH5BrP2
Method: DFT, wB97M-V/def2-TZVPD

```
9
Properties=species:S:1:pos:R:3:lowdin_charge:R:1
P 1.901 0.166 -0.462 0.4544
P 0.283 0.578 0.935 0.4486
C -1.131 0.486 -0.296 -0.9791
Br -2.755 -0.466 0.281 0.5215
H 2.674 -0.460 0.537 -0.1638
H 1.220 -1.081 -0.574 -0.1566
H -0.071 -0.846 1.273 -0.0814
H -1.416 1.535 -0.535 0.0141
H -0.705 0.089 -1.159 -0.0577
```

* net charge: 0
* E_HOMO: -9.3639 eV
* SMILES: [PH2]#[PH]CBr
* gap between HOMO and LUMO: 9.821 eV

Most stable to least stable: <two>, <one>